1.
Density functional theory data (wB97M-V/def2-TZVPD) for a molecular structure, C37H81BrF2N2O17P3S6.

Structure (XYZ):
```
149
Properties=species:S:1:pos:R:3:lowdin_charge:R:1
C 6.560 0.196 -0.704 0.06
C 6.703 -1.098 -1.039 -0.06
C 5.653 -1.893 -1.717 -0.50
O 5.206 -1.509 -2.794 0.10
O 5.211 -3.023 -1.087 -0.04
C 5.313 -4.244 -1.840 -0.17
C 4.256 -5.202 -1.330 -0.15
C 2.953 -4.975 -2.120 -0.17
C 1.687 -5.017 -1.256 -0.16
C 0.735 -3.848 -1.596 -0.18
C 0.086 -3.192 -0.367 -0.14
C 0.019 -1.647 -0.343 -0.39
C 1.284 -1.234 0.481 -0.16
C 2.604 -1.890 0.007 -0.34
C 3.770 -0.908 0.224 -0.03
F 2.875 -3.004 0.777 0.01
N 0.235 -0.963 -1.649 0.11
C -0.813 0.058 -2.023 -0.37
P -0.252 0.981 -3.580 0.94
C -0.385 2.775 -3.216 -0.24
C 1.492 0.583 -4.002 -0.26
C -2.193 -0.648 -2.038 -0.44
C -2.191 -1.975 -2.814 -0.16
C -1.783 -1.958 -4.297 -0.39
C -0.505 -2.715 -4.623 -0.02
F -2.772 -2.639 -5.004 -0.02
P -3.449 0.371 -3.044 0.46
S -5.135 -0.521 -3.429 0.28
C -2.584 -0.874 -0.469 -0.42
N -3.341 -2.084 -0.384 -0.06
C -4.627 -2.329 0.277 -0.25
C -5.735 -2.759 -0.698 -0.09
S -3.635 0.515 0.203 0.59
C -2.961 2.151 -0.059 -0.18
O -3.828 0.328 1.611 -0.33
O -4.911 0.513 -0.456 -0.33
C -1.253 -1.115 0.444 -0.59
Br -0.773 0.497 1.523 0.93
P -1.650 -2.287 1.915 0.72
O -2.285 -1.633 3.059 -0.41
H 7.331 0.919 -0.939 0.08
H 5.715 0.557 -0.129 0.04
H 7.632 -1.596 -0.782 0.12
H 5.124 -4.054 -2.892 0.12
H 6.309 -4.674 -1.747 0.13
H 4.632 -6.212 -1.459 0.12
H 4.100 -5.064 -0.264 0.11
H 3.033 -4.030 -2.652 0.10
H 2.894 -5.773 -2.856 0.12
H 1.902 -5.061 -0.194 0.10
H 1.165 -5.943 -1.480 0.12
H 1.310 -3.170 -2.227 0.08
H -0.038 -4.270 -2.228 0.10
H 0.603 -3.522 0.523 0.10
H -0.887 -3.672 -0.288 0.10
H 1.192 -1.526 1.518 0.11
H 1.499 -0.180 0.353 0.08
H 2.603 -2.120 -1.061 0.13
H 4.625 -1.477 0.569 0.09
H 4.002 -0.352 -0.679 0.08
H 3.514 -0.238 1.041 0.08
H 1.107 -0.433 -1.627 0.14
H 0.329 -1.573 -2.468 0.12
H -0.745 0.827 -1.259 0.07
H -1.109 2.919 -2.416 0.03
H -0.721 3.291 -4.106 0.03
H 0.563 3.173 -2.862 0.05
H 1.617 -0.375 -4.493 0.03
H 1.816 1.343 -4.706 0.05
H 2.184 0.648 -3.157 0.04
H -1.554 -2.711 -2.320 0.10
H -3.177 -2.423 -2.789 0.09
H -1.708 -0.986 -4.773 0.08
H -0.495 -3.679 -4.126 0.08
H 0.398 -2.145 -4.406 0.06
H -0.541 -2.933 -5.684 0.10
H -2.878 0.644 -4.288 -0.03
H -3.708 1.622 -2.470 -0.02
H -2.823 -2.937 -0.469 0.09
H -5.060 -1.562 0.903 0.09
H -4.510 -3.203 0.923 0.11
H -6.356 -1.928 -1.001 0.05
H -5.328 -3.329 -1.528 0.07
H -6.378 -3.445 -0.149 0.07
H -3.110 2.661 0.887 0.08
H -3.517 2.703 -0.804 0.06
H -1.906 2.221 -0.292 0.01
H -0.357 -2.709 2.285 0.04
H -2.297 -3.439 1.446 0.04
O 5.544 0.832 2.289 -0.27
S 5.647 1.925 3.214 0.64
O 6.657 2.919 3.039 -0.26
O 5.736 1.337 4.684 -0.34
C 6.750 0.342 4.954 -0.23
C 8.132 0.946 5.093 -0.06
C 4.085 2.712 3.384 -0.28
H 6.727 -0.428 4.182 0.12
H 6.454 -0.128 5.890 0.12
H 8.485 1.350 4.146 0.08
H 8.841 0.187 5.425 0.09
H 8.123 1.764 5.814 0.09
H 3.326 1.954 3.558 -0.08
H 3.893 3.244 2.455 0.07
H 4.137 3.411 4.214 0.11
O -0.421 5.577 -5.388 -0.29
S 0.506 6.577 -4.941 0.56
O 0.843 6.679 -3.554 -0.28
O 0.040 7.990 -5.476 -0.26
C -1.315 8.416 -5.198 -0.24
C -1.492 8.886 -3.768 -0.07
C 1.988 6.464 -5.882 -0.12
H -2.013 7.614 -5.445 0.11
H -1.508 9.236 -5.885 0.12
H -1.385 8.062 -3.064 0.07
H -2.483 9.319 -3.637 0.08
H -0.740 9.633 -3.514 0.09
H 1.732 6.424 -6.937 0.08
H 2.496 5.552 -5.579 0.07
H 2.607 7.329 -5.662 0.08
O 3.586 1.709 4.508 -0.37
S 3.264 1.322 5.852 0.71
O 3.010 -0.048 6.161 -0.23
O 2.043 2.209 6.350 -0.22
C 0.870 2.237 5.513 -0.23
C 0.036 0.977 5.631 -0.06
C 4.473 1.955 6.959 -0.07
H 1.165 2.423 4.478 0.11
H 0.291 3.097 5.843 0.13
H 0.565 0.115 5.227 0.07
H -0.898 1.091 5.079 0.08
H -0.193 0.758 6.673 0.09
H 4.633 3.008 6.743 0.09
H 5.387 1.390 6.795 0.06
H 4.120 1.813 7.977 0.09
O -8.040 -1.554 1.308 -0.28
S -8.339 -1.889 2.668 0.56
O -8.672 -3.232 3.025 -0.27
O -9.468 -0.908 3.200 -0.26
C -10.685 -0.797 2.430 -0.25
C -11.603 -1.987 2.624 -0.07
C -7.041 -1.320 3.712 -0.11
H -10.444 -0.647 1.376 0.11
H -11.171 0.109 2.784 0.12
H -11.171 -2.893 2.201 0.07
H -12.560 -1.805 2.134 0.08
H -11.775 -2.171 3.684 0.09
H -6.816 -0.287 3.462 0.08
H -6.175 -1.951 3.526 0.07
H -7.359 -1.415 4.746 0.08
```

## Properties
HOMO-LUMO gap, Eh: 0.2451
Maximum force, hartree/bohr: 0.378
E_HOMO, eV: -9.120
2S+1: 1
Charge: +1
E_LUMO, eV: -2.5

***

2.
Density functional theory data (wB97M-V/def2-TZVPD) for C6H9N in the gas phase.

Structure (XYZ):
```
16
Properties=species:S:1:pos:R:3:nbo_charge:R:1
C -1.808 -0.572 -0.507 -0.63
C -0.705 0.226 0.082 -0.08
C -0.737 1.464 0.651 -0.08
N 0.539 1.784 1.048 -0.51
C 1.393 0.800 0.634 -0.06
C 0.660 -0.256 0.173 -0.10
C 1.195 -1.455 -0.551 -0.63
H -1.797 -0.592 -1.601 0.21
H -2.799 -0.190 -0.252 0.22
H -1.739 -1.630 -0.246 0.21
H -1.557 2.158 0.730 0.21
H 0.798 2.710 1.341 0.41
H 2.456 0.902 0.754 0.20
H 1.917 -1.140 -1.307 0.22
H 1.711 -2.137 0.127 0.21
H 0.473 -2.070 -1.076 0.22
```

## Properties
HOMO-LUMO gap, Eh: 0.3341
Maximum force, hartree/bohr: 0.037
E_HOMO, eV: -8.020
2S+1: 1
E_LUMO, eV: 1.1

***

3.
Density functional theory data (wB97M-V/def2-TZVPD) for 2 unconnected molecules or ions with the total composition C26H40BBr2N2O9S3.

Structure (XYZ):
```
83
Properties=species:S:1:pos:R:3:lowdin_charge:R:1
C -4.689 3.453 3.292 -0.10
C -3.367 4.199 3.514 -0.32
C -2.369 3.458 4.406 -0.66
Br -3.148 3.375 6.208 0.76
C -1.977 2.093 3.876 -0.28
C -2.402 0.910 4.461 -0.01
C -2.070 -0.327 3.937 -0.31
O -2.527 -1.487 4.497 0.04
C -1.284 -0.400 2.794 -0.35
C -0.812 0.767 2.202 -0.27
C -1.162 1.997 2.747 -0.48
Br -0.428 3.556 1.957 0.90
N 0.038 0.665 1.055 -0.07
C 1.412 0.271 1.423 -0.16
C 2.382 1.455 1.437 -0.19
C 3.820 1.030 1.162 -0.20
C 4.372 0.124 2.287 -0.22
S 5.302 -1.248 1.738 0.60
O 6.386 -0.840 0.865 -0.31
O 5.635 -2.109 2.820 -0.24
O 4.290 -2.083 0.809 -0.16
C -0.568 -0.153 0.043 -0.17
C -0.691 0.337 -1.253 -0.04
C -0.150 1.689 -1.629 -0.07
C 1.169 1.621 -2.388 -0.38
C 1.666 3.007 -2.796 -0.02
O 2.176 0.975 -1.573 -0.05
C -1.328 -0.468 -2.213 -0.24
O -1.501 0.056 -3.463 -0.07
C -0.850 -0.609 -4.559 -0.16
C -1.803 -0.688 -5.750 -0.42
C -1.737 0.536 -6.658 -0.03
O -1.546 -1.876 -6.493 -0.04
C -1.821 -1.727 -1.874 -0.42
S -2.729 -2.678 -3.078 0.91
C -1.692 -2.227 -0.571 -0.09
B -2.261 -3.656 -0.200 -0.70
O -1.802 -4.732 -0.934 0.14
O -3.138 -3.811 0.832 0.02
C -2.901 -4.844 1.793 -0.06
C -1.066 -1.415 0.370 -0.35
S -0.897 -1.947 2.053 1.14
H -5.099 3.693 2.310 0.07
H -5.435 3.757 4.025 0.07
H -4.566 2.371 3.354 0.07
H -2.900 4.454 2.564 0.06
H -3.587 5.147 4.009 0.10
H -1.472 4.053 4.565 0.07
H -3.047 0.942 5.328 0.08
H -2.410 -1.453 5.453 0.12
H 1.387 -0.175 2.423 0.11
H 1.762 -0.523 0.756 0.12
H 2.350 1.930 2.423 0.12
H 2.072 2.204 0.711 0.09
H 3.878 0.543 0.184 0.09
H 4.460 1.910 1.113 0.13
H 3.605 -0.281 2.946 0.12
H 5.101 0.665 2.895 0.13
H 3.844 -1.473 0.197 0.07
H -0.869 2.199 -2.273 0.13
H -0.037 2.289 -0.723 0.09
H 1.041 1.010 -3.281 0.12
H 2.367 3.367 -2.041 0.08
H 2.181 2.973 -3.755 0.08
H 0.842 3.717 -2.854 0.08
H 2.431 0.165 -2.020 0.09
H -0.507 -1.605 -4.280 0.11
H 0.016 0.008 -4.821 0.12
H -2.805 -0.733 -5.314 0.12
H -1.317 1.385 -6.113 0.08
H -1.104 0.336 -7.523 0.09
H -2.726 0.843 -6.996 0.08
H -2.263 -2.498 -6.340 0.09
H -3.756 -1.828 -3.206 -0.08
H -2.511 -5.316 -1.224 0.12
H -2.969 -4.390 2.781 0.09
H -3.653 -5.627 1.692 0.09
H -1.911 -5.286 1.679 0.09
N 6.736 -3.008 -1.162 0.33
H 7.660 -2.922 -1.589 0.16
H 6.566 -3.981 -0.901 0.16
H 6.690 -2.414 -0.314 0.09
H 6.023 -2.702 -1.823 0.15
```

## Properties
HOMO-LUMO gap, Eh: 0.2295
Maximum force, hartree/bohr: 0.019
E_HOMO, eV: -9.984
2S+1: 1
Charge: +1
E_LUMO, eV: -3.7

***

Q: The highest E_HOMO belongs to which entry?
A: C6H9N

***

Q: Which of these has the lowest HOMO-LUMO gap?
A: C26H40BBr2N2O9S3